{"formula": "C78H192N12O17", "method": "ωB97M-V/def2-TZVPD", "elements": ["C", "C", "C", "O", "C", "N", "H", "H", "H", "H", "H", "H", "H", "H", "H", "H", "H", "C", "C", "C", "O", "C", "N", "H", "H", "H", "H", "H", "H", "H", "H", "H", "H", "H", "C", "C", "C", "O", "C", "N", "H", "H", "H", "H", "H", "H", "H", "H", "H", "H", "H", "C", "C", "C", "O", "C", "N", "H", "H", "H", "H", "H", "H", "H", "H", "H", "H", "H", "C", "C", "C", "O", "C", "N", "H", "H", "H", "H", "H", "H", "H", "H", "H", "H", "H", "C", "C", "C", "O", "C", "N", "H", "H", "H", "H", "H", "H", "H", "H", "H", "H", "H", "C", "C", "C", "O", "C", "N", "H", "H", "H", "H", "H", "H", "H", "H", "H", "H", "H", "C", "C", "C", "C", "C", "C", "N", "O", "C", "C", "C", "H", "H", "H", "H", "H", "H", "H", "H", "H", "H", "H", "H", "H", "H", "H", "H", "H", "H", "H", "C", "C", "C", "C", "C", "C", "N", "O", "C", "C", "C", "H", "H", "H", "H", "H", "H", "H", "H", "H", "H", "H", "H", "H", "H", "H", "H", "H", "H", "H", "C", "C", "C", "C", "C", "C", "N", "O", "C", "C", "C", "H", "H", "H", "H", "H", "H", "H", "H", "H", "H", "H", "H", "H", "H", "H", "H", "H", "H", "H", "C", "C", "C", "C", "C", "C", "N", "O", "C", "C", "C", "H", "H", "H", "H", "H", "H", "H", "H", "H", "H", "H", "H", "H", "H", "H", "H", "H", "H", "H", "C", "C", "C", "C", "C", "C", "N", "O", "C", "C", "C", "H", "H", "H", "H", "H", "H", "H", "H", "H", "H", "H", "H", "H", "H", "H", "H", "H", "H", "H", "C", "O", "H", "H", "H", "H", "C", "O", "H", "H", "H", "H", "C", "O", "H", "H", "H", "H", "C", "O", "H", "H", "H", "H", "C", "O", "H", "H", "H", "H"], "positions_angstrom": [[-23.30765, -21.59616, -2.39755], [-24.03962, -22.91840, -2.41215], [-23.14324, -24.07153, -1.91840], [-22.04295, -24.45117, -2.71465], [-22.39775, -24.94892, -3.98095], [-25.23019, -22.72480, -1.59055], [-23.91948, -20.83882, -2.91194], [-22.37050, -21.65462, -2.95219], [-23.08885, -21.35516, -1.35451], [-24.47115, -23.22181, -3.37293], [-23.81648, -24.89717, -1.67953], [-22.68076, -23.79143, -0.96786], [-21.48454, -25.42290, -4.31139], [-22.72244, -24.18025, -4.65822], [-23.18755, -25.68048, -3.76227], [-24.99086, -22.59940, -0.62182], [-25.89529, -23.45736, -1.75517], [-21.41726, -23.34915, 1.47339], [-20.81823, -22.22517, 2.32662], [-21.16258, -20.83769, 1.81594], [-20.74163, -20.82388, 0.44523], [-20.80118, -19.50404, -0.10048], [-21.51933, -22.26555, 3.58882], [-21.21354, -24.35545, 1.83118], [-20.99859, -23.29293, 0.46878], [-22.49273, -23.35060, 1.47152], [-19.75340, -22.42130, 2.39217], [-20.65334, -20.02620, 2.36280], [-22.25058, -20.67287, 1.86384], [-20.09184, -18.88463, 0.44971], [-21.80526, -19.10747, 0.07574], [-20.50827, -19.60707, -1.13869], [-21.10634, -21.60480, 4.24058], [-21.34808, -23.14297, 4.02695], [-29.07867, -22.87596, -2.10734], [-28.64237, -21.95718, -3.19997], [-28.50226, -20.52800, -2.72197], [-29.62979, -19.99005, -1.97905], [-30.66355, -19.42778, -2.84888], [-27.44214, -22.50889, -3.81083], [-29.16147, -23.91037, -2.48832], [-30.09519, -22.55805, -1.79613], [-28.44645, -22.90504, -1.19646], [-29.39029, -21.90204, -4.00415], [-28.11464, -19.94082, -3.56522], [-27.68862, -20.58428, -1.99476], [-31.43322, -19.07927, -2.18126], [-30.96336, -20.21999, -3.50115], [-30.20436, -18.59824, -3.40579], [-26.73086, -22.51727, -3.08650], [-27.10208, -21.97799, -4.60754], [-18.93395, -15.70403, 5.11763], [-20.36029, -16.06529, 5.63896], [-20.95698, -17.30978, 4.88510], [-22.28901, -17.45644, 5.38272], [-22.89901, -18.56993, 4.76835], [-20.20200, -16.51008, 7.02578], [-18.99736, -15.42533, 4.06837], [-18.36403, -16.61390, 5.28420], [-18.39200, -14.92992, 5.66009], [-20.95703, -15.17787, 5.62654], [-20.44804, -18.21739, 5.17042], [-20.94850, -17.17747, 3.78553], [-23.84980, -18.86655, 5.18901], [-22.24122, -19.42892, 4.69215], [-23.17187, -18.37488, 3.74296], [-21.08093, -16.87936, 7.39849], [-19.88599, -15.82873, 7.67501], [-27.37264, -19.88636, 1.19478], [-25.88866, -19.84230, 0.91024], [-25.32275, -18.46334, 1.27842], [-23.98125, -18.39485, 0.89815], [-23.40844, -17.15111, 1.15678], [-25.26816, -20.98066, 1.55047], [-27.91860, -19.02780, 0.79577], [-27.57218, -19.95286, 2.28026], [-27.83775, -20.79123, 0.78425], [-25.77982, -20.02943, -0.18172], [-25.42890, -18.23892, 2.36155], [-25.81565, -17.66657, 0.73960], [-23.99094, -16.30301, 0.75775], [-22.39824, -17.11131, 0.73069], [-23.40514, -17.01022, 2.24686], [-24.27942, -21.00296, 1.32431], [-25.28281, -20.81889, 2.55384], [-26.73121, -18.88036, 6.07317], [-28.12021, -19.31466, 5.66225], [-28.92430, -19.50230, 6.96507], [-28.37436, -20.48703, 7.77746], [-29.02532, -20.62504, 9.06269], [-28.79812, -18.37826, 4.77532], [-26.08612, -18.77805, 5.18914], [-26.18844, -19.46045, 6.82857], [-26.82216, -17.86586, 6.53523], [-28.12555, -20.28208, 5.15229], [-29.98581, -19.70769, 6.77158], [-28.86244, -18.52541, 7.47696], [-28.85420, -19.70068, 9.64787], [-28.46085, -21.41011, 9.50546], [-30.09657, -20.84670, 8.95362], [-28.86085, -17.46719, 5.23834], [-28.24192, -18.26059, 3.92350], [-22.54897, -17.67482, -2.55202], [-23.05701, -16.74457, -3.60826], [-23.85176, -15.52105, -3.04574], [-24.22046, -14.75724, -4.13906], [-25.01067, -13.65618, -3.70667], [-21.95699, -16.40135, -4.42138], [-21.81348, -17.21928, -1.85599], [-22.11290, -18.53389, -3.10641], [-23.35968, -18.10043, -1.94935], [-23.76019, -17.33935, -4.23385], [-23.30812, -14.96071, -2.30158], [-24.75947, -15.89765, -2.57636], [-25.19781, -13.04114, -4.60239], [-24.47662, -13.04558, -2.97596], [-25.85958, -14.17162, -3.26214], [-21.15575, -16.06860, -3.90663], [-22.18967, -15.66358, -5.08926], [-23.20960, -12.39476, 3.56894], [-21.91277, -11.81948, 2.99622], [-20.72835, -12.81896, 3.12429], [-20.88549, -13.99248, 2.13974], [-21.04677, -13.48137, 0.70329], [-22.23210, -12.49379, 0.56941], [-22.02301, -11.51706, 1.58529], [-22.84777, -10.38196, 1.44821], [-22.18059, -11.81273, -0.78944], [-23.53867, -13.24264, 0.73528], [-21.57486, -10.50316, 3.74612], [-23.16148, -12.34036, 4.67642], [-23.21981, -13.45636, 3.39395], [-24.12629, -11.98354, 3.17594], [-19.80490, -12.26787, 2.94307], [-20.74782, -13.27683, 4.12018], [-21.76872, -14.53010, 2.48899], [-20.02255, -14.62084, 2.25526], [-21.25888, -14.36787, 0.09704], [-20.06696, -13.11579, 0.42479], [-21.33772, -11.14006, -0.92669], [-22.03709, -12.60436, -1.54217], [-23.11491, -11.27062, -0.94732], [-24.40786, -12.60721, 0.96715], [-23.75737, -13.65155, -0.24161], [-23.55292, -14.03012, 1.50055], [-22.45086, -9.82344, 3.81069], [-20.80463, -9.91559, 3.24405], [-21.20628, -10.74702, 4.75965], [-23.74251, -10.70551, 1.61741], [-34.00524, -19.02555, 4.74195], [-33.25398, -20.22454, 4.19022], [-34.24652, -21.30979, 3.63388], [-33.45638, -22.30619, 2.72058], [-32.69765, -21.49227, 1.58861], [-31.67302, -20.48662, 2.11089], [-32.44130, -19.59068, 3.04183], [-31.64307, -18.56297, 3.59889], [-30.51966, -21.20017, 2.80954], [-31.14356, -19.57804, 0.99791], [-32.40132, -20.86720, 5.24595], [-34.83092, -19.29639, 5.40423], [-34.47111, -18.44906, 3.94940], [-33.33928, -18.40457, 5.35025], [-34.54183, -21.89119, 4.49643], [-35.06729, -20.80288, 3.15369], [-34.03788, -23.05675, 2.18345], [-32.74620, -22.92260, 3.27794], [-33.46086, -20.93262, 1.02406], [-32.09654, -22.16388, 0.93027], [-30.09429, -20.53330, 3.56314], [-30.88720, -22.06684, 3.35487], [-29.75071, -21.47730, 2.12202], [-30.76532, -20.19682, 0.18642], [-31.95149, -19.10389, 0.41409], [-30.37881, -18.80889, 1.21978], [-31.48906, -20.29676, 5.47523], [-31.98418, -21.80462, 4.93480], [-33.03662, -21.05200, 6.11213], [-30.89012, -18.93016, 4.07043], [-28.66379, -13.12036, -2.09070], [-29.82712, -14.05073, -1.83278], [-29.66822, -15.27857, -2.69132], [-28.52934, -16.21805, -2.23075], [-28.73713, -16.67043, -0.75964], [-28.85483, -15.40568, 0.13782], [-29.87862, -14.52883, -0.41312], [-30.02864, -13.38751, 0.41181], [-29.29537, -15.76850, 1.55752], [-27.43930, -14.78145, 0.20088], [-31.16788, -13.33434, -2.13071], [-27.73093, -13.71926, -2.18940], [-28.43471, -12.39156, -1.30893], [-28.65551, -12.57938, -3.04469], [-30.60010, -15.86666, -2.62187], [-29.48747, -14.99730, -3.75080], [-27.59121, -15.63018, -2.23933], [-28.41832, -17.05490, -2.94368], [-27.83459, -17.18567, -0.43020], [-29.49514, -17.44104, -0.64802], [-30.32742, -16.18234, 1.65659], [-28.58598, -16.54817, 1.90586], [-29.17938, -14.92869, 2.25734], [-27.46834, -13.80071, 0.66515], [-26.81720, -15.45499, 0.80955], [-26.93429, -14.78619, -0.75499], [-31.27918, -13.13565, -3.19864], [-31.27980, -12.43200, -1.54059], [-31.92399, -14.06073, -1.81843], [-30.81625, -13.68378, 0.89615], [-26.30790, -18.01202, -5.58878], [-27.11915, -18.42631, -6.84556], [-26.69961, -17.54401, -7.99474], [-25.27407, -17.86605, -8.62681], [-25.33764, -19.32260, -9.06769], [-25.64995, -20.23788, -7.90724], [-26.94131, -19.86795, -7.27215], [-27.14473, -20.66781, -6.10602], [-25.83486, -21.71086, -8.38285], [-24.41455, -20.30584, -6.91665], [-28.59621, -18.25756, -6.47999], [-26.67213, -18.60743, -4.75996], [-26.47228, -16.93691, -5.38465], [-25.23178, -18.11724, -5.72591], [-27.38817, -17.52059, -8.84261], [-26.74813, -16.51858, -7.64146], [-24.46170, -17.82945, -7.93787], [-25.15797, -17.19084, -9.50093], [-24.30746, -19.60716, -9.33719], [-25.97553, -19.40441, -9.94441], [-25.83582, -22.45192, -7.60669], [-26.76928, -21.80472, -8.96467], [-25.07674, -21.98355, -9.16103], [-24.67853, -20.75655, -5.96930], [-23.65058, -20.89653, -7.40188], [-23.93979, -19.36507, -6.69347], [-28.90408, -18.80486, -5.60603], [-29.24234, -18.50503, -7.31077], [-28.76049, -17.17631, -6.32878], [-27.54857, -21.44752, -6.49517], [-29.53110, -25.19753, 2.13588], [-30.16349, -26.33739, 2.93698], [-31.65783, -26.13269, 3.29141], [-32.71641, -26.36589, 2.10544], [-32.35288, -27.72019, 1.41422], [-30.82181, -27.88606, 1.08046], [-30.07931, -27.67829, 2.31535], [-28.71365, -27.98064, 2.07754], [-30.63121, -29.35192, 0.61091], [-30.51902, -26.99386, -0.11386], [-29.39560, -26.41662, 4.23217], [-29.32560, -24.37130, 2.81006], [-30.20336, -24.72301, 1.43773], [-28.59108, -25.53061, 1.65610], [-31.90077, -26.79750, 4.17322], [-31.78421, -25.10831, 3.69245], [-32.67371, -25.50227, 1.43130], [-33.68414, -26.34965, 2.56967], [-32.95203, -27.99127, 0.52477], [-32.65167, -28.51628, 2.09393], [-31.49865, -29.59222, -0.02735], [-29.73605, -29.53085, 0.01617], [-30.50895, -29.97243, 1.48790], [-29.51541, -27.04510, -0.52656], [-31.15700, -27.34029, -0.91831], [-30.77090, -25.96536, 0.05125], [-29.67319, -27.30121, 4.79338], [-29.69515, -25.56023, 4.85156], [-28.31745, -26.28639, 4.14931], [-28.40777, -27.33731, 1.41662], [-18.58720, -15.76584, -1.27860], [-19.70928, -15.19964, -1.96980], [-18.82041, -15.69449, -0.20667], [-18.48926, -16.78764, -1.61608], [-17.64390, -15.21181, -1.32810], [-19.88109, -14.31690, -1.62213], [-24.56037, -22.16471, 5.59736], [-24.36752, -21.40768, 4.36148], [-25.52190, -21.87489, 5.99875], [-24.62458, -23.22392, 5.34291], [-23.75679, -21.99094, 6.31673], [-23.50076, -21.70915, 4.00414], [-25.42401, -15.32019, 3.67064], [-26.32589, -16.42345, 3.77025], [-24.44922, -15.47394, 4.16664], [-25.35141, -15.17031, 2.59328], [-25.89532, -14.44726, 4.13361], [-26.23946, -16.95365, 4.57450], [-25.88102, -24.21195, 2.94588], [-26.24981, -23.70311, 1.65403], [-26.21504, -23.57118, 3.78078], [-26.38566, -25.20170, 3.03109], [-24.78671, -24.33591, 3.01409], [-25.83763, -22.80664, 1.63624], [-23.76337, -14.74436, 7.04450], [-24.00066, -16.16178, 7.10186], [-22.78095, -14.45612, 7.49482], [-23.80105, -14.25638, 6.04308], [-24.58445, -14.37565, 7.62666], [-23.43300, -16.56257, 6.41924]], "atomic_forces_ev_per_a": [[0.08, -0.03, -1.13], [-0.17, -0.21, 0.09], [-0.02, 0.41, 0.73], [-0.12, 0.86, 0.35], [0.02, -0.74, 1.29], [0.33, 0.17, -0.37], [0.14, -0.01, 0.56], [0.19, -0.06, 0.14], [-0.03, 0.33, -0.08], [0.49, 0.37, -0.34], [0.02, -0.55, -0.27], [-0.18, 0.18, 0.03], [-0.05, -0.26, -0.58], [-0.23, 0.34, -0.45], [-0.02, -0.15, -0.84], [-0.29, -0.25, 0.45], [-0.15, -0.51, 0.68], [0.63, 0.08, -0.44], [-1.44, -0.39, -0.23], [0.69, -0.43, -1.98], [-0.14, 0.60, 0.46], [-0.02, -0.90, 0.82], [0.02, 0.31, 1.42], [0.59, -0.02, 0.43], [-0.28, 0.01, -0.07], [-0.65, 0.60, -0.27], [0.38, 0.39, 0.10], [-0.03, -0.22, 0.14], [0.18, 0.00, 0.14], [0.22, 0.33, -0.12], [0.00, 0.09, -0.55], [-0.23, 0.32, -0.15], [0.01, 0.22, 0.01], [-0.07, -0.96, 0.40], [-1.45, -0.78, 0.68], [-0.54, 0.07, -1.16], [0.64, 0.04, 1.26], [0.33, 0.17, -1.42], [2.22, -0.28, 0.97], [0.27, 0.04, 0.12], [0.08, 0.44, 0.14], [0.52, -0.28, 0.14], [-0.04, 0.30, -0.56], [-0.22, -0.50, 0.16], [-0.56, 0.48, 0.13], [0.10, 0.37, 0.20], [-0.42, 0.08, -0.01], [-0.73, -0.23, -0.63], [-0.39, -0.07, -0.05], [0.23, 0.24, -0.33], [0.01, 0.13, 0.49], [-0.95, -0.84, 0.10], [1.84, -1.03, 0.53], [-0.36, 2.09, 0.51], [-0.08, -0.36, -0.55], [-0.43, -0.30, -0.72], [-0.82, -1.29, 0.00], [0.27, -0.08, -0.12], [0.33, -0.12, -0.44], [-0.50, 0.21, 0.18], [-1.03, 0.43, -0.69], [0.74, -0.17, -0.01], [-0.09, 0.00, 0.35], [0.08, 0.11, 0.88], [0.25, -0.28, 0.50], [0.09, 0.44, -0.70], [0.31, 0.16, -0.23], [0.36, 0.86, 0.24], [-0.74, -0.26, 0.53], [-0.58, 0.25, -1.27], [-0.07, -0.51, 0.33], [0.94, -0.58, -0.56], [-0.08, 0.50, 0.50], [0.64, 0.09, 0.57], [0.12, -0.06, 0.02], [0.15, 0.22, -0.20], [0.23, 0.16, -0.11], [0.16, 0.49, 0.45], [-0.06, -0.24, -0.30], [-0.79, 0.26, -0.20], [-0.03, -0.27, -0.24], [-0.22, -0.08, 0.21], [0.40, 0.28, -0.03], [0.11, 0.04, -0.14], [-0.03, -0.27, 0.27], [0.75, 1.25, -0.02], [-0.34, -1.10, 0.95], [-0.47, 1.01, -0.34], [-0.09, -0.54, 0.51], [0.66, 1.16, -1.27], [0.05, 0.14, 0.20], [0.00, -0.18, 0.13], [-0.42, -0.31, -0.31], [0.09, -0.48, -0.32], [0.28, -0.07, -0.03], [0.09, 0.02, -0.14], [-0.24, 0.02, 0.12], [-0.35, -0.31, -0.17], [-0.01, -0.78, 0.65], [0.28, 0.00, 0.09], [0.02, -0.18, -0.37], [-0.30, 0.15, 0.29], [-0.02, -1.12, 0.60], [-1.23, 0.26, 0.66], [0.14, -2.10, -0.70], [0.45, 1.16, -0.50], [0.50, -0.68, -0.87], [0.97, 0.99, -1.71], [-0.23, -0.15, -0.56], [0.12, 0.49, 0.60], [0.02, 0.16, 0.06], [0.13, 0.54, 0.34], [0.62, 0.40, 0.34], [-0.33, -0.22, 0.45], [-0.42, -0.32, 0.52], [-0.01, 0.01, 0.20], [-0.75, 0.91, 0.11], [0.11, 0.01, 0.40], [-0.04, -0.33, 0.20], [0.87, -0.71, 1.45], [0.49, 0.16, 0.27], [-0.91, -0.20, -0.10], [-0.49, 1.34, 0.44], [-0.58, -1.31, 0.73], [1.07, -0.43, 0.39], [1.21, 2.16, 0.50], [-0.26, -0.33, -0.55], [-0.10, -0.52, -0.44], [-0.98, -0.38, -0.35], [-0.24, 0.07, 0.23], [-0.35, 0.40, -0.53], [-0.28, -0.49, -0.22], [-0.21, 0.37, 0.11], [0.07, -0.06, 0.14], [0.28, 0.45, 0.13], [0.07, -0.40, -0.28], [0.36, -0.56, -0.19], [-0.04, 0.12, -0.32], [0.04, 0.73, -0.43], [0.02, 0.16, 0.42], [-0.43, 0.21, 0.01], [0.17, -0.03, -0.31], [0.35, 0.13, -0.10], [-0.32, -0.58, -0.20], [0.24, 0.17, -0.46], [0.46, -0.62, 0.14], [0.09, -0.28, -0.15], [-0.29, 0.09, -0.35], [-0.38, 0.21, 0.01], [-0.49, 0.02, 0.90], [0.15, 0.43, -1.78], [2.30, -0.33, -0.20], [0.55, 1.24, -1.33], [0.08, -0.57, 0.34], [-0.39, 1.33, 1.13], [-0.73, -0.91, 0.55], [-0.42, 0.17, -0.73], [-0.51, 0.30, 0.71], [-0.35, -0.16, -1.48], [0.64, 0.07, 0.45], [0.03, -0.44, 0.10], [0.28, 0.16, -0.22], [-0.13, 0.07, -0.37], [-0.70, 0.10, 0.28], [-0.38, -0.15, -0.33], [-0.59, 0.21, 0.21], [-0.02, 0.31, 0.25], [0.30, -0.31, -0.10], [-0.79, 0.22, 0.19], [0.32, -0.04, -0.13], [0.26, -0.18, -0.19], [0.54, -0.31, -0.47], [0.72, -0.39, 0.16], [-0.15, 0.29, 0.86], [-0.50, -0.58, 0.40], [-0.63, 0.25, 0.36], [-0.18, -0.70, -0.17], [0.33, 0.16, 0.33], [0.57, -0.21, 0.23], [2.18, 0.12, -0.36], [-0.02, 0.61, 0.62], [-0.05, -1.34, -0.51], [-0.07, 0.39, 0.33], [0.64, 0.49, -0.58], [0.16, -0.35, -0.28], [-0.59, 0.03, -1.44], [-0.48, -0.23, 0.55], [0.35, -0.82, 0.58], [0.06, -0.84, 0.70], [0.34, -1.16, 0.33], [-0.59, 0.43, 0.18], [-0.47, -0.07, 0.07], [-0.72, -0.05, 0.08], [0.13, 0.23, -0.26], [-0.28, -0.04, 0.55], [-0.31, -0.61, -0.37], [-0.02, 0.25, 0.44], [0.23, -0.01, 0.00], [-0.66, 0.35, 0.00], [0.68, 0.33, -0.38], [-0.42, 0.26, 0.01], [-0.07, -0.15, -0.28], [0.10, 0.17, -0.09], [-0.17, 0.26, 0.21], [-0.02, 0.43, -0.09], [0.10, 0.07, 0.10], [0.06, 0.15, -0.07], [-0.28, 0.27, -0.14], [0.28, 0.69, 0.10], [-0.11, 0.22, -0.51], [0.23, -1.12, 0.50], [1.15, 0.66, -1.04], [-2.48, -0.13, -0.22], [1.18, 0.39, -0.18], [0.22, -1.53, 1.41], [0.28, 1.44, -0.16], [0.13, 0.02, -0.27], [-0.08, 0.69, -2.13], [-0.62, 0.24, -0.68], [0.19, 1.34, -0.82], [0.27, -0.02, 0.35], [-0.14, -0.50, -0.01], [-0.14, -0.19, 0.11], [-0.28, -0.56, 0.07], [0.24, 0.27, 0.21], [0.51, 0.83, 0.55], [0.32, -0.38, 0.67], [-0.34, -0.06, -0.45], [-0.28, -0.45, 0.09], [0.16, -0.22, 0.52], [0.04, 0.14, 0.44], [-0.17, 0.24, 0.92], [-0.19, -0.24, 0.10], [0.21, -0.37, -0.07], [-0.01, 0.50, 0.00], [0.08, -0.23, 0.34], [-0.11, -0.38, -0.29], [-0.02, -0.32, 0.30], [-0.32, -0.20, 0.09], [-0.18, 0.20, 0.02], [-0.53, -0.38, -0.04], [-0.89, -0.02, -0.01], [2.41, -0.28, 0.55], [-0.12, 0.18, 0.36], [-1.28, -0.63, -0.48], [0.32, 0.24, -0.15], [0.07, -0.04, -0.10], [-0.11, 0.54, -0.03], [-0.08, 0.04, -0.40], [-0.12, 0.77, 1.14], [0.50, -0.04, 0.29], [-0.11, -0.20, -0.60], [-0.47, 0.58, 0.15], [0.20, 0.39, -1.07], [0.09, -0.30, -0.27], [0.07, -0.22, -0.08], [-0.61, -0.27, 0.01], [0.32, 0.73, 0.08], [0.32, -0.13, 0.41], [0.31, -0.31, 0.45], [0.09, 0.38, -0.06], [-0.48, -0.40, 0.14], [0.36, -0.08, 0.27], [-0.19, -0.09, -0.26], [-0.09, 0.48, 0.03], [0.25, -0.32, -0.01], [-0.12, -0.03, -0.05], [0.01, -0.48, -0.29], [0.09, -0.16, 0.01], [-0.78, 0.89, 1.06], [0.52, 0.02, -0.34], [0.03, -0.69, 0.04], [0.14, -0.12, 0.04], [-0.08, 0.00, -0.82], [0.10, -0.13, -0.04], [0.03, 0.25, -1.33], [0.53, -0.59, 0.91], [-0.09, 0.21, 0.22], [0.15, -0.08, 0.21], [-0.08, 0.08, -0.02], [-0.36, 0.15, 0.03], [-0.62, -0.29, 0.41], [0.01, -0.43, 0.03], [-0.28, -0.20, -0.39], [0.44, 0.30, 0.12], [0.17, 0.13, -0.11], [0.28, 0.57, 0.02], [-0.53, -0.64, -0.54], [0.62, 0.41, 0.96], [0.00, -0.12, -0.37], [0.51, 0.61, 0.14], [-0.27, -0.09, 0.09], [-0.53, -0.15, -0.44], [0.38, -0.33, 0.12], [0.52, 0.69, -0.93], [-0.68, -0.26, -0.12], [-0.10, -0.71, 0.34], [-0.15, 0.81, 0.38], [-0.03, -0.10, 0.32]], "energy_ha": -5022.79515, "multiplicity": 1, "orbital_gap_ha": 0.3089}